No. 1
Computed, not measured: a molecular structure, C30H47ClIrP2 in a non-equilibrium geometry, with ωB97M-V with the def2-TZVPD basis set.

Structure (XYZ):
```
81
Properties=species:S:1:pos:R:3:forces:R:3
Ir 0.346182 -0.012231 1.144517 0.36 1.71 -1.29
C -2.019150 -1.244893 2.519255 0.22 -0.58 -0.08
C -1.704518 -2.521465 2.043132 -0.45 0.18 -0.10
C 0.354363 -1.489579 2.493900 -2.69 -0.68 1.90
C -0.793526 -0.518129 2.828011 0.11 -2.99 1.37
C -0.321594 -2.697781 1.991572 0.25 0.53 0.53
C -3.382128 -0.819295 2.910949 -0.30 0.40 -0.13
H -4.105387 -0.990137 2.103825 0.02 0.01 0.20
H -3.409367 0.243021 3.170422 -0.10 -0.18 0.02
H -3.729162 -1.394944 3.782763 0.06 0.17 -0.18
C -0.802349 0.295426 4.077806 0.07 0.99 -0.13
H -1.552353 1.091188 3.989713 0.16 -0.09 0.25
H 0.161666 0.770913 4.259078 -0.12 -0.09 0.14
H -1.060041 -0.330828 4.950635 0.08 0.07 -0.40
C 1.512769 -1.650173 3.422287 0.81 0.16 -0.24
H 1.225034 -2.259220 4.295161 0.03 0.20 -0.28
H 1.881372 -0.677847 3.766937 -0.05 -0.34 0.05
H 2.330152 -2.162133 2.895555 -0.03 0.08 0.31
C 0.359118 -3.967731 1.694709 0.43 -0.27 -0.47
H 0.343147 -4.661275 2.551200 -0.02 0.19 -0.19
H 1.406854 -3.782926 1.429838 -0.15 -0.20 0.06
H -0.127557 -4.473359 0.850293 0.13 -0.05 0.20
C -2.706863 -3.584006 1.748443 -0.42 -0.22 -0.23
H -2.744913 -4.339136 2.552690 0.07 0.25 -0.27
H -2.471165 -4.116510 0.814780 -0.04 0.08 0.27
H -3.720990 -3.166907 1.649881 0.35 -0.17 0.04
C -0.784266 1.731130 0.119966 -2.21 1.11 0.47
C -2.025615 1.086010 0.242140 2.09 0.75 0.47
C -2.549768 -0.015754 -0.570479 -0.53 -1.07 -0.72
C -1.527002 -0.850989 -1.416851 -1.63 0.34 -0.09
C -0.186719 -1.089834 -0.864988 1.46 -0.61 0.76
C 0.982792 -0.285930 -0.857784 0.04 -0.80 -1.04
C 1.142221 1.091856 -1.422402 0.49 0.59 -0.58
C -0.064444 2.005084 -1.179287 0.41 -0.27 -0.34
H -3.358231 0.381333 -1.216395 0.24 -0.17 0.06
H -1.432398 -0.372179 -2.415918 0.02 -0.11 0.13
H -3.084117 -0.736099 0.086158 0.36 0.45 -0.21
H -0.833365 1.891731 -1.977405 0.25 0.05 0.25
H -0.668169 2.568784 0.822481 -0.09 -0.62 -0.29
H -2.658220 1.440791 1.052478 0.12 -0.26 0.13
H 0.260739 3.064719 -1.219928 -0.32 -0.54 0.07
H 2.044523 1.561881 -1.006675 -0.29 -0.18 0.10
H 1.874097 -0.922485 -0.949049 -0.07 0.51 0.42
H 1.400570 1.019690 -2.495802 -0.25 0.19 0.59
H -1.986080 -1.841768 -1.614204 0.13 0.64 0.00
H 0.050238 -2.158516 -0.761202 -0.13 0.48 0.11
P -0.898401 1.098979 -3.950759 1.03 1.43 -4.15
C -1.090001 2.859925 -4.437667 -0.57 0.34 1.10
C -2.023897 0.361934 -5.195687 -0.74 -0.48 0.77
P 1.472219 -0.760137 -3.987217 0.68 -0.37 -2.57
C 0.752696 0.807815 -4.740729 -0.03 -0.12 1.20
C 0.810686 -1.815024 -5.371737 -0.14 -0.24 0.17
C 3.070356 -0.571202 -4.918592 0.34 -0.04 0.33
H -0.247515 3.470283 -4.079565 -0.37 -0.24 -0.02
H -2.037318 3.228252 -4.017702 0.30 0.23 -0.25
H -1.134874 2.900831 -5.534257 0.05 -0.16 0.29
H -1.814342 0.839977 -6.163578 0.10 -0.08 0.37
H -3.044585 0.622414 -4.881374 0.12 -0.25 -0.29
H -1.917694 -0.725887 -5.283023 -0.11 0.33 0.09
H 2.846196 -0.334441 -5.970323 0.13 -0.04 0.35
H 3.605093 -1.533434 -4.889069 -0.03 0.41 0.04
H 3.702329 0.220932 -4.499156 -0.03 -0.26 -0.05
H 1.414677 1.676060 -4.573312 -0.38 -0.31 0.18
H 0.600751 0.704901 -5.831139 -0.15 0.03 0.50
H 1.451289 -2.704581 -5.440422 -0.42 0.05 0.04
H 0.913813 -1.253143 -6.312492 -0.08 -0.34 0.25
H -0.237590 -2.097131 -5.230047 0.26 -0.22 -0.05
Cl -0.146133 3.570998 2.875520 -0.13 0.20 -0.06
C 1.254224 2.901127 3.633886 1.07 -0.49 0.26
C 1.593137 3.383719 4.894364 0.15 -0.33 0.16
C 2.663519 2.809406 5.594504 -0.13 -0.01 -0.61
C 3.446365 1.831768 4.972244 0.09 -0.08 0.26
C 3.155150 1.409063 3.680181 -0.24 0.17 -0.14
C 2.033837 1.904838 2.992568 -0.47 0.17 0.08
C 1.739043 1.430421 1.594510 1.37 0.80 0.10
H 1.004173 4.186315 5.334286 0.11 -0.23 -0.05
H 2.890380 3.146458 6.601033 0.00 -0.04 -0.17
H 4.292705 1.381845 5.499909 -0.29 0.28 -0.18
H 3.809630 0.697997 3.159563 -0.30 0.23 0.34
H 2.644649 0.926414 1.215224 0.01 0.23 0.04
H 1.559047 2.312785 0.967814 -0.01 -0.19 0.03
```
Forces are in eV/Å.

LUMO level (spin up / spin down): -5.38 / -9.30 eV
Spin multiplicity: 6
Orbital gap (spin up / spin down): 0.246 / 0.145 Eh
<S²>: 8.78
Total charge: +2
E_HOMO (spin up / spin down): -12.1 / -13.3 eV
F_max: 4.50 eV Å⁻¹
Energy relative to the best compared isomer or geometry (same formula, charge and spin): 22.8 kcal/mol

Löwdin population analysis, charges in e, atoms 1 to 5:
1 Ir 1.4496
2 C -0.2210
3 C -0.2044
4 C -0.4215
5 C -0.3497

=====

No. 2
Computed, not measured: a molecular structure, C30H47ClP2Ru in a non-equilibrium geometry, with ωB97M-V with the def2-TZVPD basis set.

Structure (XYZ):
```
81
Properties=species:S:1:pos:R:3:forces:R:3
Ru 1.622936 -1.032760 0.895228 0.73 1.37 -0.69
C -1.419085 -1.140162 2.518503 -0.40 -0.13 0.24
C -1.099129 -2.094613 1.537277 0.09 0.01 0.85
C 0.870314 -1.507385 2.729645 -1.32 -1.11 -0.94
C -0.286177 -0.801956 3.266882 -0.49 -0.30 -0.31
C 0.310776 -2.390279 1.654972 -0.21 0.78 1.47
C -2.822211 -0.765249 2.905565 -0.40 0.32 -0.03
H -3.507508 -0.851585 2.045253 0.23 0.08 0.40
H -2.896719 0.267204 3.296672 0.11 -0.47 -0.24
H -3.217896 -1.430471 3.701817 0.30 0.27 -0.41
C -0.370278 -0.132710 4.573555 0.10 0.51 0.56
H -1.046981 0.737025 4.539718 0.19 -0.39 0.08
H 0.598523 0.213633 4.944587 -0.14 -0.06 -0.05
H -0.767349 -0.851792 5.314027 0.04 0.28 -0.18
C 2.087984 -1.834245 3.507509 0.44 -0.42 0.42
H 2.055879 -2.897752 3.794463 0.22 0.38 0.16
H 2.140850 -1.173650 4.375838 0.12 -0.34 0.01
H 3.035920 -1.666134 2.958784 -0.24 -0.20 0.07
C 1.058073 -3.545133 1.124942 -0.30 -0.58 -0.14
H 1.379002 -4.225487 1.928005 0.34 0.32 -0.30
H 1.955409 -3.186782 0.546995 0.11 -0.48 0.07
H 0.433858 -4.132360 0.448320 0.21 0.09 -0.16
C -2.076413 -2.896094 0.763475 -0.40 -0.28 -0.69
H -2.189740 -3.921022 1.172042 0.16 0.45 -0.12
H -1.740472 -3.002012 -0.280172 -0.15 -0.13 0.18
H -3.090237 -2.458344 0.738627 0.57 -0.12 0.09
C -2.275371 2.664506 -0.183795 -0.20 -0.60 0.65
C -2.948414 1.511272 0.015742 -0.01 1.20 0.27
C -3.268810 0.355277 -0.889552 0.18 -0.21 -0.08
C -3.109950 0.481185 -2.430314 -1.13 -0.47 -0.49
C -1.695419 0.060482 -2.706209 0.59 0.00 1.07
C -0.580662 0.725021 -2.003001 1.42 -2.07 3.32
C -0.190528 2.071959 -1.487338 -0.74 0.47 0.11
C -1.379962 3.011402 -1.353813 -0.63 0.71 0.09
H -4.267219 -0.041349 -0.639301 0.24 0.41 -0.17
H -3.432423 1.421936 -2.901706 0.23 -0.08 0.53
H -2.578473 -0.442150 -0.580321 -0.18 -0.21 -0.03
H -1.986521 2.967083 -2.267778 0.28 0.36 0.40
H -2.319816 3.437610 0.610302 0.15 -0.78 -0.39
H -3.373079 1.365123 1.017541 -0.05 0.28 -0.42
H -1.011922 4.039736 -1.215391 -0.23 -0.29 -0.22
H 0.306751 1.955181 -0.517429 -0.27 -0.06 -0.23
H -0.027063 -0.025949 -1.378522 -0.20 0.47 -1.00
H 0.584631 2.497068 -2.130346 0.00 0.10 0.12
H -3.764609 -0.289771 -2.885433 0.23 0.43 0.17
H -1.616414 -1.058043 -2.677547 0.18 0.95 0.28
P -0.473692 0.565491 -3.967524 -1.69 1.00 -2.53
C -0.661805 2.324403 -4.312475 -0.01 0.83 -0.49
C -1.414729 -0.262253 -5.337809 0.32 -0.32 -1.09
P 1.824218 -1.144948 -2.649776 0.41 0.55 -2.85
C 1.273991 0.202438 -3.962169 0.82 -0.54 0.88
C 1.035276 -2.491372 -3.629823 -0.18 -0.50 0.36
C 3.448132 -1.194248 -3.543660 0.29 -0.11 0.34
H 0.125005 2.934773 -3.854012 -0.24 -0.32 -0.13
H -1.615900 2.697415 -3.942777 0.05 -0.18 -0.17
H -0.644581 2.588515 -5.373160 0.07 -0.55 -0.06
H -1.225784 0.119197 -6.350038 0.37 0.01 0.26
H -2.494200 -0.119945 -5.185980 0.38 0.14 0.34
H -1.244670 -1.346809 -5.365264 0.09 0.23 0.17
H 3.302667 -0.971271 -4.613381 0.19 -0.30 0.52
H 3.899788 -2.187549 -3.446117 0.13 0.29 0.09
H 4.095481 -0.421740 -3.112749 0.12 -0.30 -0.14
H 1.865217 1.097227 -3.693834 -0.67 -0.04 -0.06
H 1.622409 -0.085274 -4.971643 -0.37 -0.13 0.50
H 1.628044 -3.398052 -3.496718 -0.18 -0.11 0.07
H 1.004186 -2.275246 -4.703464 0.14 0.06 0.25
H 0.017520 -2.683357 -3.283407 0.02 -0.15 -0.03
Cl -0.194283 2.898476 2.817591 -0.22 0.21 -0.10
C 1.311892 2.412281 3.506190 1.08 -0.52 0.05
C 1.705246 2.940535 4.731814 0.39 -0.19 0.00
C 2.871055 2.454384 5.354180 -0.43 0.27 -0.24
C 3.642901 1.477384 4.729150 0.12 0.11 -0.14
C 3.310795 1.043005 3.447962 -0.33 0.16 0.09
C 2.134194 1.478794 2.827056 -0.55 -0.32 -0.40
C 1.743492 0.922565 1.469655 -0.04 0.09 0.27
H 1.109909 3.736873 5.174630 0.13 -0.28 0.05
H 3.180800 2.872879 6.314612 -0.16 -0.22 -0.30
H 4.526129 1.076166 5.221613 -0.13 0.17 -0.10
H 3.935112 0.315715 2.922277 -0.07 0.32 0.22
H 2.526742 1.150136 0.718156 -0.08 0.17 -0.05
H 0.745393 1.285944 1.162614 0.49 -0.02 0.10
```
Forces are in eV/Å.

LUMO level (spin up / spin down): -6.09 / -6.98 eV
Spin multiplicity: 5
Orbital gap (spin up / spin down): 0.251 / 0.241 Eh
<S²>: 6.06
Total charge: +2
E_HOMO (spin up / spin down): -12.9 / -13.5 eV
F_max: 4.17 eV Å⁻¹
Energy relative to the best compared isomer or geometry (same formula, charge and spin): 31.1 kcal/mol

Löwdin population analysis, charges in e, atoms 1 to 5:
1 Ru 1.1122
2 C -0.1889
3 C -0.1801
4 C -0.3713
5 C -0.1727